No. 1
60
Properties=species:S:1:pos:R:3:mulliken_charge:R:1 method="wB97M-V/def2-TZVPD" lumo_ev=-0.13 total_charge=0 energy_ha=-8122.0236
C 3.3089 -2.2066 -2.7355 -1.23
C 2.6974 -2.1834 -1.3238 0.48
N 1.2002 -2.4403 -1.5102 0.32
C 0.3994 -1.6851 -0.7555 -0.45
C -0.8711 -2.1226 -0.9575 -0.78
N -0.7427 -3.1241 -1.8892 0.32
C 0.5161 -3.3552 -2.1778 -0.10
C -1.8249 -3.6699 -2.6649 -0.97
H 2.6681 -1.5783 -3.3770 0.32
H 3.2701 -3.2004 -3.0757 0.38
H 4.2988 -1.6376 -2.7863 0.34
H 2.7984 -1.1882 -0.8410 -0.47
H 3.0809 -2.9053 -0.5778 0.33
H 0.7316 -0.8358 -0.2213 0.69
H -1.8459 -1.8557 -0.5850 0.19
H 0.9550 -3.9989 -2.8860 0.41
H -1.5184 -4.5332 -3.3199 0.33
H -2.3716 -2.9665 -3.2499 0.34
H -2.4875 -4.1058 -1.9147 0.37
F -0.2730 0.9306 -0.0713 -0.80
C -4.0455 -0.1740 0.7520 0.74
Cl -5.7648 0.3234 0.8916 -0.17
Cl -3.7499 -1.9272 1.1220 -0.21
H -3.7712 0.0096 -0.2951 -0.33
H -3.4825 0.2981 1.5714 -0.04
C -1.0936 1.3418 4.7535 0.08
Cl -2.8665 1.0144 4.4918 -0.18
Cl -0.7257 3.0989 4.4806 -0.13
H -0.9259 1.1529 5.7725 0.38
H -0.5159 0.8605 3.9901 -0.17
C -1.0510 -4.0237 2.4504 0.55
Cl -1.0620 -5.7138 1.8543 -0.19
Cl 0.5206 -3.3436 2.7140 -0.12
H -1.4714 -3.5222 1.6813 -0.55
H -1.6819 -3.9503 3.3298 0.34
C 2.8891 5.2487 0.8826 0.05
Cl 4.1628 6.4709 0.7658 -0.18
Cl 2.5682 5.0087 2.6895 -0.16
H 2.0000 5.5793 0.3801 0.19
H 3.3300 4.3892 0.4504 0.09
C 1.3934 2.1032 -1.9563 0.85
Cl 0.8235 3.6896 -2.4849 -0.18
Cl 3.1555 1.8812 -1.9763 -0.21
H 1.0032 1.8939 -0.9822 -0.43
H 1.0209 1.3211 -2.6270 -0.03
C -1.6653 0.8947 -2.8760 0.54
Cl -3.4225 1.1416 -2.8419 -0.18
Cl -1.0767 -0.2639 -4.0830 -0.20
H -1.2047 1.8168 -3.0577 0.23
H -1.4264 0.6334 -1.8617 -0.44
C -1.5427 3.2747 1.1090 0.88
Cl -2.9010 3.2521 -0.0455 -0.17
Cl -0.8601 4.8897 1.1412 -0.18
H -1.9660 3.0841 2.0715 0.08
H -0.8632 2.5394 0.7439 -0.62
C 2.3751 1.0107 2.3320 0.56
Cl 2.0250 0.3008 3.9691 -0.18
Cl 3.4752 -0.0368 1.2987 -0.16
H 1.4090 1.1898 1.8183 -0.42
H 2.9948 1.9046 2.5005 0.24


No. 2
62
Properties=species:S:1:pos:R:3:mulliken_charge:R:1 method="wB97M-V/def2-TZVPD" de_lowest_kj_mol=0.00 smiles="CC[C@@H](CCCCS(=O)(=O)Cl)OC=O.O=S1(=O)OCCO1.O=S1(=O)OCCO1.O=S1(=O)OCCO1" lumo_ev=0.18 total_charge=0 energy_ha=-3806.3487
C -0.7985 -0.9954 -0.9795 -1.14
C -0.4424 0.4882 -0.9892 -0.38
C 0.7351 0.8564 -0.0717 -0.46
C 0.6252 0.3044 1.3369 0.24
C 1.8708 0.5749 2.2027 -0.80
C 2.0808 -0.4575 3.3154 -1.09
C 2.1223 -1.9428 2.9558 -0.78
S 3.4871 -2.4357 1.9325 1.14
O 4.5489 -2.9260 2.7578 -0.61
O 3.7997 -1.4709 0.9269 -0.45
Cl 2.7033 -4.0782 0.9690 -0.25
O 1.9651 0.4005 -0.7041 0.26
C 2.5988 1.3758 -1.3961 -0.15
O 3.3292 2.1814 -0.8994 -0.50
H 0.1116 -1.5898 -1.0964 0.26
H -1.4756 -1.2611 -1.7885 0.43
H -1.2369 -1.2865 -0.0249 0.09
H -1.2999 1.1239 -0.7579 0.31
H -0.1098 0.7390 -2.0015 0.32
H 0.7611 1.9482 -0.0011 0.27
H -0.1983 0.8639 1.7895 0.06
H 0.3305 -0.7427 1.3595 0.19
H 1.6888 1.5190 2.7252 0.50
H 2.7541 0.7501 1.5925 0.36
H 2.9472 -0.1882 3.9218 0.38
H 1.2137 -0.3756 3.9790 0.39
H 1.1860 -2.2947 2.5276 0.49
H 2.2729 -2.5158 3.8718 0.51
H 2.4065 1.3368 -2.4786 0.46
O -1.6333 -1.1030 3.7876 -0.53
S -2.7982 -0.8623 3.0082 1.14
O -3.1898 -1.7566 1.9806 -0.59
O -2.6945 0.6147 2.4187 -0.27
C -3.8456 1.3907 2.8026 -0.29
C -4.2566 0.8005 4.1372 -0.38
O -4.0437 -0.6136 3.9717 -0.33
H -4.6132 1.2607 2.0511 0.31
H -3.5719 2.4392 2.8714 0.36
H -5.2982 0.9875 4.3795 0.33
H -3.6218 1.1522 4.9531 0.29
O 4.4809 -5.0531 -3.5666 -0.55
S 4.4343 -3.7838 -4.1965 1.11
O 4.2284 -3.6647 -5.5945 -0.54
O 5.7425 -2.9662 -3.7735 -0.34
C 5.3801 -1.7189 -3.1636 -0.35
C 4.0424 -1.9967 -2.5125 0.28
O 3.3705 -2.8518 -3.4538 -0.29
H 5.2993 -0.9618 -3.9464 0.35
H 6.1410 -1.4224 -2.4474 0.33
H 3.4529 -1.1021 -2.3453 -0.14
H 4.1562 -2.5337 -1.5702 0.11
O -4.7495 2.3769 0.1575 -0.50
S -4.6455 3.4413 -0.7796 1.08
O -4.5331 4.7832 -0.3426 -0.59
O -5.8407 3.3006 -1.8254 -0.31
C -5.3285 3.2069 -3.1649 -0.36
C -3.9746 2.5472 -2.9974 -0.32
O -3.4528 3.1342 -1.7939 -0.28
H -5.2401 4.2143 -3.5742 0.29
H -6.0106 2.6216 -3.7745 0.31
H -3.2989 2.7478 -3.8232 0.35
H -4.0648 1.4695 -2.8484 0.27


No. 3
52
Properties=species:S:1:pos:R:3:mulliken_charge:R:1 method="wB97M-V/def2-TZVPD" de_lowest_kj_mol=9.94 lumo_ev=-3.88 total_charge=+1 energy_ha=-1798.4277
C -4.8775 2.4189 -4.2623 -1.03
C -4.2524 1.8798 -2.8781 0.24
F -3.6249 2.9326 -2.1713 -0.27
C -3.2428 0.6312 -3.1212 -0.45
S -4.3437 -0.8608 -3.3080 0.02
C -3.4545 -2.2641 -4.1292 -0.45
C -1.9818 -2.5300 -3.5370 -0.83
C -1.6629 -4.0700 -3.8780 0.69
F -2.0754 -4.2410 -5.2281 -0.24
F -2.3953 -4.9493 -3.0577 -0.22
F -0.2951 -4.3500 -3.7966 -0.21
H -6.0116 2.5033 -4.1082 0.28
H -4.6874 1.7255 -5.1401 0.32
H -4.5014 3.4822 -4.4666 0.35
H -5.1397 1.4246 -2.3069 0.23
H -2.6062 0.5426 -2.1866 0.31
H -2.5863 0.7650 -4.0354 0.41
H -5.3506 -0.5062 -4.2203 0.26
H -3.3443 -2.0081 -5.2402 0.39
H -4.0933 -3.2064 -3.9941 0.48
H -1.2183 -1.8915 -4.0872 0.33
H -1.8812 -2.3204 -2.4281 0.39
C 3.5926 -0.6071 0.1850 -1.13
C 2.1239 -0.9718 0.2755 -0.22
O 1.3639 0.1076 0.8377 -0.27
C 1.0531 1.0983 -0.0106 0.67
O 1.3439 1.1515 -1.1807 -0.56
O 0.3793 2.0363 0.6737 -0.23
C 0.0493 3.1912 -0.0979 -0.61
H 3.9657 -0.2748 1.1566 0.25
H 4.1831 -1.4624 -0.1486 0.39
H 3.7516 0.2156 -0.5159 0.33
H 2.0011 -1.8240 0.9470 0.34
H 1.7213 -1.2667 -0.6975 0.27
H -0.4677 2.9183 -1.0198 0.21
H 0.9526 3.7628 -0.3188 0.31
H -0.6174 3.8135 0.4989 0.23
C 5.3070 -0.0713 6.4628 -1.07
C 3.9186 -0.3929 6.9808 -0.16
O 2.9471 0.5034 6.4263 -0.39
C 2.5385 0.2129 5.1836 0.78
O 2.9051 -0.7219 4.5137 -0.57
O 1.6658 1.1571 4.8011 -0.36
C 1.2053 1.0045 3.4590 -0.42
H 5.5448 0.9820 6.6301 0.29
H 6.0576 -0.6882 6.9607 0.36
H 5.3759 -0.2464 5.3868 0.29
H 3.8917 -0.2526 8.0633 0.30
H 3.6463 -1.4329 6.7838 0.29
H 0.8138 0.0016 3.2851 0.29
H 2.0128 1.2276 2.7626 0.22
H 0.4002 1.7206 3.2973 0.18


No. 4
56
Properties=species:S:1:pos:R:3:mulliken_charge:R:1 method="wB97M-V/def2-TZVPD" lumo_ev="-0.88 / -0.88" total_charge=0 energy_ha=-1612.7894
O -1.3676 0.2035 -4.7616 -0.50
H -1.1051 0.3293 -5.6891 0.28
Hg -0.1451 0.0644 -0.1060 1.64
N -0.4073 -1.7641 1.1211 0.49
N -2.0853 -0.7730 -0.6395 0.64
N 1.7103 0.8907 0.7856 0.31
N 0.4039 1.8700 -1.2199 0.20
O 0.5417 -2.2474 1.7966 -0.85
O 2.3348 0.3738 1.8998 -0.57
O -0.3780 2.4554 -2.2198 -0.50
O -2.7995 -0.1896 -1.5089 -0.86
C -2.5357 -1.8363 0.0875 0.27
C -1.6349 -2.3578 1.0627 0.11
C 2.0284 2.1365 0.4615 0.28
C 1.2549 2.6961 -0.6292 0.34
C -1.8957 -3.4596 2.0139 -1.52
H -1.7883 -3.0845 3.0399 0.24
H -1.1675 -4.2663 1.8639 0.26
H -2.8991 -3.8638 1.8849 0.40
C -3.9012 -2.3149 -0.2295 -1.57
H -3.9558 -2.5227 -1.3060 0.28
H -4.6405 -1.5297 -0.0189 0.25
H -4.1604 -3.2116 0.3316 0.40
C 3.0446 2.8877 1.2356 -1.68
C 1.3243 4.0959 -1.0987 -1.63
H 3.6950 2.1973 1.7776 0.45
H 2.5602 3.5495 1.9666 0.31
H 3.6378 3.5162 0.5666 0.41
H 0.3926 4.3899 -1.5876 0.45
H 2.1345 4.2132 -1.8264 0.32
H 1.5245 4.7547 -0.2513 0.41
H 1.6908 -0.2959 2.2466 0.37
H -0.9737 1.7398 -2.5299 0.37
C -0.3637 -0.6268 -4.1819 -0.27
H -0.8527 -1.2346 -3.4164 0.06
H 0.3756 0.0191 -3.6954 0.08
H 0.1302 -1.2710 -4.9329 0.41
O 1.8941 -1.6344 -0.9024 -0.58
H 2.5977 -1.0801 -0.5283 0.27
H 1.7739 -2.3333 -0.2313 0.32
C -1.3181 1.3249 5.2346 -0.90
N -1.7480 1.7483 3.9115 0.17
C -2.6627 2.7265 3.7333 0.04
C -3.0167 3.1085 2.4631 -1.22
C -2.3994 2.4138 1.3797 0.61
N -1.5286 1.4419 1.5760 0.34
C -1.1364 1.1006 2.8311 -0.22
O -0.2680 0.2419 3.0530 -0.56
N -2.6415 2.7084 0.0685 -0.23
H -1.8427 1.8967 6.0022 0.32
H -0.2391 1.4772 5.3483 0.29
H -1.5262 0.2589 5.3766 0.29
H -3.0680 3.1680 4.6434 0.32
H -3.7530 3.8864 2.3047 0.38
H -3.3438 3.3787 -0.1832 0.24
H -2.4564 1.9725 -0.6123 0.05


No. 5
46
Properties=species:S:1:pos:R:3:mulliken_charge:R:1 method="wB97M-V/def2-TZVPD" de_lowest_kj_mol=30.29 lumo_ev=-10.82 total_charge=+3 energy_ha=-1090.9725
Mo 1.1264 -0.3039 -0.4918 -0.26
N 2.9716 -0.0176 0.5742 -0.52
C 2.3024 -0.6942 1.6914 -0.06
C 2.6238 -2.1800 1.7935 -0.76
C 1.8414 -3.0167 0.7917 -0.55
N 1.8979 -2.4018 -0.5737 -0.51
H 3.7967 -0.5316 0.2790 0.28
H 3.2622 0.9285 0.8025 0.30
H 1.1644 -0.5513 1.5526 0.20
H 2.4290 -0.1433 2.6235 0.51
H 2.3951 -2.5296 2.8002 0.39
H 3.7023 -2.3193 1.6715 0.31
H 0.7894 -3.0661 1.0851 0.34
H 2.2167 -4.0394 0.7640 0.46
H 1.3920 -3.0104 -1.2147 0.29
H 2.8601 -2.4493 -0.9061 0.30
C -1.6587 -0.7888 -0.7221 -0.81
Si -1.7560 0.8607 0.1386 0.40
C -0.3499 1.9915 -0.2524 -0.77
C -3.1010 1.2442 1.2172 1.04
C -3.1404 2.4877 1.8958 -0.30
C -4.2248 2.8113 2.6771 -0.77
C -5.2814 1.9069 2.7988 -0.39
C -5.2621 0.6757 2.1401 -0.72
C -4.1856 0.3413 1.3525 -0.30
H -2.0564 -0.6828 -1.7388 0.47
H -2.2369 -1.5606 -0.2126 0.50
H -0.6776 -1.3018 -0.9262 0.30
H -0.3680 2.2667 -1.3109 0.42
H 0.7050 1.6410 -0.0143 0.35
H -0.3695 2.9064 0.3437 0.50
H -2.3267 3.1963 1.7981 0.26
H -4.2635 3.7607 3.1927 0.43
H -6.1335 2.1658 3.4140 0.43
H -6.0943 -0.0061 2.2467 0.42
H -4.1839 -0.6118 0.8379 0.26
C 0.9315 -0.4856 -3.9143 -0.86
O 0.8619 0.1859 -2.5999 -0.15
C 2.0059 0.4942 -1.9348 0.59
C 3.1779 1.0643 -2.6150 -1.25
H -0.0853 -0.7810 -4.1479 0.29
H 1.5901 -1.3497 -3.8494 0.41
H 1.2931 0.2428 -4.6347 0.35
H 3.5315 0.3851 -3.3971 0.38
H 3.9941 1.2622 -1.9250 0.46
H 2.8930 2.0037 -3.1009 0.36


No. 6
56
Properties=species:S:1:pos:R:3:lowdin_spin:R:1 method="wB97M-V/def2-TZVPD" s_squared=0.76 de_lowest_kj_mol=61.72 lumo_ev="3.85 / 3.82" total_charge=-2 spin_multiplicity=2 energy_ha=-2661.9629
Rb 0.4516 1.2003 0.5323 0.05
C 5.9324 -2.3430 -2.5787 0.00
C 5.4257 -1.1634 -1.7700 0.00
O 4.2603 -1.5759 -1.0861 0.00
P 3.1198 -0.4545 -0.6686 0.31
S 1.7850 -1.7022 0.2887 0.17
S 4.3065 0.8124 0.5479 0.25
O 2.8384 -0.2433 -2.4360 0.14
C 1.8140 0.6147 -2.8285 0.03
C 0.6155 -0.1668 -3.3549 0.00
H 6.8622 -2.0850 -3.0952 0.00
H 5.1856 -2.6372 -3.3182 0.00
H 6.1212 -3.1970 -1.9246 0.00
H 5.2092 -0.3186 -2.4295 0.00
H 6.1740 -0.8312 -1.0438 0.00
H 2.1893 1.2996 -3.6019 0.00
H 1.4592 1.2695 -2.0121 0.02
H 0.9128 -0.7839 -4.2055 0.00
H -0.1924 0.5032 -3.6669 0.00
H 0.2484 -0.8304 -2.5685 0.00
C -4.0754 -3.4879 0.9661 0.00
N -2.7057 -3.6766 1.4271 0.00
C -2.6362 -3.2771 2.8306 0.00
N -3.1092 -1.9196 3.0952 0.00
C -4.4661 -1.7924 2.5725 0.00
N -4.6062 -2.1397 1.1586 0.00
C -3.8933 -1.1700 0.3120 0.00
P -2.0625 -1.0660 0.6326 0.00
C -1.7555 -2.8963 0.6135 0.00
C -2.2177 -0.9232 2.4823 0.00
H -4.7162 -4.1813 1.5206 0.00
H -4.1280 -3.7386 -0.0963 0.00
H -1.6029 -3.3655 3.1707 0.00
H -3.2586 -3.9677 3.4089 0.00
H -4.8084 -0.7663 2.7195 0.00
H -5.1116 -2.4653 3.1464 0.00
H -4.3122 -0.1735 0.4731 0.00
H -4.0636 -1.4267 -0.7371 0.00
H -0.7345 -3.0724 0.9600 0.01
H -1.7894 -3.2550 -0.4186 0.00
H -2.5814 0.0813 2.7069 0.00
H -1.2225 -1.0217 2.9253 0.00
C 2.6104 5.9823 -0.0068 0.00
C 2.5632 4.4631 -0.0049 0.00
N 3.6898 3.8253 -0.3455 0.00
O 1.5151 3.8912 0.2764 0.00
H 3.5695 6.3808 -0.3387 0.00
H 2.4011 6.3338 1.0037 0.00
H 1.8176 6.3535 -0.6545 0.00
H 4.5404 4.3483 -0.4489 0.00
H 3.7834 2.7970 -0.1924 0.00
N -5.6037 5.2367 0.5186 0.00
C -5.0853 4.3712 1.0981 0.00
N -4.5945 3.3984 1.8437 0.00
C -3.5096 2.7871 1.4321 0.00
N -2.5588 2.1652 1.1690 0.00


No. 7
53
Properties=species:S:1:pos:R:3:mulliken_charge:R:1 method="wB97M-V/def2-TZVPD" de_lowest_kj_mol=0.00 lumo_ev=-6.92 total_charge=+2 energy_ha=-1750.4633
Au -0.3355 -1.3809 0.2957 0.48
C -0.9212 -1.2398 4.0477 -0.85
O -0.5857 -2.0275 2.9030 -0.13
C -1.3656 -3.2052 2.7724 -0.76
C -2.4969 -3.0047 1.8013 -0.29
O -1.9467 -2.7477 0.4861 -0.38
C -2.9187 -2.8480 -0.5747 -0.72
H -0.7754 -1.8201 4.9593 0.32
H -1.9543 -0.8867 3.9996 0.38
H -0.2463 -0.3873 4.0571 0.24
H -1.7800 -3.5153 3.7347 0.48
H -0.7080 -4.0005 2.4165 0.28
H -3.1355 -2.1644 2.0856 0.29
H -3.0980 -3.9127 1.7352 0.45
H -3.4359 -3.8024 -0.4904 0.37
H -2.3803 -2.8103 -1.5168 0.23
H -3.6415 -2.0331 -0.5091 0.33
C -1.5547 1.7384 1.4077 -1.06
C -1.6685 1.5448 -0.1061 -0.75
Sb 0.1870 1.7059 -1.0976 0.99
C -0.0508 1.2415 -3.1432 -0.65
C -1.1613 0.2252 -3.3923 -1.15
C 1.1442 3.5548 -0.7300 -0.43
C 1.0726 4.4455 -1.9714 -1.31
H -2.5542 1.7563 1.8415 0.41
H -1.0775 2.6866 1.6555 0.34
H -0.9920 0.9390 1.8903 0.15
H -2.2733 2.3323 -0.5675 0.66
H -2.1054 0.5918 -0.4086 0.22
H 0.9176 0.9162 -3.5156 0.42
H -0.2674 2.2183 -3.5846 0.55
H -0.9439 -0.7376 -2.9268 0.26
H -1.2485 0.0570 -4.4653 0.43
H -2.1304 0.5772 -3.0381 0.32
H 2.1603 3.2998 -0.4471 0.28
H 0.6445 3.9858 0.1373 0.57
H 1.5548 3.9923 -2.8376 0.35
H 1.6089 5.3682 -1.7508 0.42
H 0.0505 4.7182 -2.2350 0.37
C 2.5645 -1.7780 0.0372 -2.54
C 2.5058 -0.2838 -0.2074 1.71
O 1.1299 0.1868 -0.1305 -0.29
C 3.0922 0.0302 -1.5965 0.22
F 2.8493 1.3230 -1.9446 -0.19
F 2.4778 -0.7218 -2.5201 -0.26
F 4.3858 -0.1810 -1.6495 -0.22
C 3.2538 0.4535 0.9344 0.42
F 2.5927 0.2470 2.0762 -0.21
F 4.4924 0.0096 1.0633 -0.22
F 3.2902 1.7780 0.7193 -0.21
H 2.0032 -2.3122 -0.7297 0.50
H 2.1757 -2.0054 1.0315 0.67
H 3.6001 -2.1168 -0.0012 0.50


No. 8
55
Properties=species:S:1:pos:R:3:mulliken_charge:R:1 method="wB97M-V/def2-TZVPD" lumo_ev=-11.73 total_charge=+2 energy_ha=-2431.4232
C 5.0324 1.0316 3.4450 -0.86
C 3.4960 0.8144 2.9113 -0.59
C 3.2659 1.2162 1.3223 0.53
F 4.6182 1.6871 0.8397 -0.32
C 2.8498 -0.0467 0.3638 -1.12
I 4.6691 -1.3223 0.5813 0.39
O 1.7660 -0.9767 0.8273 -0.18
B 1.0694 -1.7834 -0.2229 0.12
Cl 1.8873 -3.4119 -0.7465 -0.38
C -0.4714 -2.2899 0.0364 -0.67
C -1.5283 -1.1278 0.4967 0.55
C -3.0486 -1.8046 0.3304 -0.77
C -4.2670 -0.7231 0.5059 -0.46
N -3.9245 0.5098 1.3116 0.08
C -3.5480 1.6927 0.4253 -0.44
C -5.2591 0.8971 1.9822 0.31
C -6.5496 1.4846 1.0964 -0.72
O -5.4947 0.7602 3.3022 -0.50
O 1.3665 -0.9539 -1.4410 0.19
C 2.2626 0.2134 -1.1445 1.47
C 3.3495 0.3851 -2.4040 -0.91
O 3.9665 -0.8849 -2.8167 -0.26
C 3.2926 -1.4872 -3.9768 -0.26
P 1.0790 1.6768 -1.4820 0.41
N -0.2875 0.9604 -2.4459 -0.45
O 0.3029 2.2688 -0.0409 -0.45
H 5.0949 0.7467 4.6012 0.33
H 5.4503 2.1343 3.2754 0.27
H 5.8228 0.3086 2.9199 0.19
H 2.7862 1.5233 3.5352 0.36
H 3.1070 -0.2868 3.1017 0.26
H 2.5666 2.1513 1.2512 0.32
H -0.8614 -2.7193 -1.0034 0.10
H -0.5051 -3.1469 0.8528 0.26
H -1.3896 -0.9817 1.6691 0.33
H -1.4773 -0.1301 -0.1111 -0.66
H -3.1110 -2.1983 -0.7923 0.27
H -3.1540 -2.7506 1.0135 0.34
H -5.1266 -1.2860 1.1141 0.33
H -4.7463 -0.4961 -0.5539 0.26
H -3.7653 1.4441 -0.7063 0.23
H -4.0650 2.7024 0.7439 0.38
H -2.3893 1.8534 0.5711 -0.07
H -6.5604 2.6609 1.2683 0.30
H -7.5543 0.9573 1.3847 0.31
H -6.3659 1.2888 -0.0666 0.24
H 4.2256 1.1163 -2.1024 0.33
H 2.8453 0.8698 -3.3638 0.45
H 2.1700 -1.1610 -4.0469 0.11
H 3.8616 -1.3421 -4.9988 0.33
H 3.2921 -2.6654 -3.7833 0.08
H -0.1774 1.1903 -3.4583 0.35
H -1.1969 1.3319 -2.0557 0.23
H -0.2170 1.5608 0.4404 0.42
Tl 1.5457 -3.4616 -3.7562 0.66